# 1
C35H43ClGeN4O3Ti | ωB97M-V/def2-TZVPD

Values from the calculation:
Spin multiplicity: 2
Gap between HOMO and LUMO (alpha / beta) (eV): 7.0 / 7.1
<S²>: 0.753
Total charge: +1

XYZ file:
```
88
Properties=species:S:1:pos:R:3:forces:R:3:lowdin_charge:R:1
Ge 1.2295 -2.2503 -1.1625 0.1 -0.2 0.0 1.05
Ti 0.0128 -0.0020 0.4283 0.2 -0.2 0.1 1.09
Cl 0.8833 5.5373 -0.8637 0.0 0.0 0.0 0.73
O 0.3343 -2.0620 0.5515 -0.1 0.1 0.0 -0.44
O -0.2872 -1.5672 -1.9994 0.0 -0.1 -0.2 -0.36
O 1.7340 -0.4212 -0.6569 0.1 0.0 -0.1 -0.43
N -0.2438 1.7602 -0.9656 0.2 0.0 0.0 0.02
N -0.7506 1.3527 1.7572 0.0 0.1 0.2 -0.04
N -2.1751 -0.2041 0.2896 0.0 0.0 0.0 0.04
N 1.4867 0.1968 2.0955 0.0 0.0 -0.1 0.05
C -2.1475 -1.8449 -3.5134 0.0 0.0 0.0 -0.04
C -4.2865 0.7294 1.0204 -0.1 0.0 0.0 -0.15
C 2.3339 3.3388 3.8312 0.0 0.0 0.0 -0.03
C -4.9566 1.6586 1.8494 0.0 0.0 0.0 -0.03
C -2.8326 -1.0964 -0.4212 -0.1 0.0 0.0 -0.13
C -4.9553 -0.2162 0.2136 0.0 0.0 0.0 0.02
C -2.8844 0.6997 1.0241 0.1 0.1 0.0 -0.15
C 1.4077 1.4296 2.6615 -0.1 0.1 0.1 -0.17
C 4.1388 -0.8507 -0.7029 0.0 0.0 0.0 -0.04
C -4.2186 2.4665 2.6655 -0.1 0.0 0.0 -0.06
C -2.8090 2.4256 2.6830 0.1 -0.1 -0.1 0.00
C 3.0136 0.0824 -1.1432 -0.1 0.0 0.0 -0.65
C 3.5904 1.1826 3.6179 0.0 0.0 0.0 0.02
C -0.1817 -3.3360 -3.6993 0.0 -0.1 -0.1 -0.07
C 2.9556 0.1563 -2.6604 0.1 0.0 -0.1 -0.03
C 0.0183 -0.9312 -4.3285 0.0 0.0 -0.1 -0.03
C -0.6309 -1.9161 -3.3648 0.0 0.0 0.2 -0.68
C 2.5548 -0.5341 2.3150 0.1 0.0 0.1 -0.11
C -1.4183 2.8687 -2.7191 0.1 0.0 0.0 -0.02
C 0.0859 4.0866 -1.3406 0.0 -0.1 -0.1 -0.63
C -0.8114 4.0711 -2.3972 0.0 0.0 0.0 -0.05
C 1.1974 4.0328 3.5319 0.0 0.0 0.0 -0.05
C -2.1137 1.5712 1.8496 -0.1 0.0 0.0 -0.20
C 2.4608 1.9997 3.3896 0.0 0.0 0.0 -0.15
C 1.0523 -3.9030 1.9324 0.0 -0.1 0.0 -0.03
C 0.1154 3.4389 2.8417 0.0 -0.2 0.0 -0.01
C -1.1107 1.7395 -1.9794 0.0 0.0 0.0 -0.11
C 3.6277 -0.0871 3.1084 -0.1 0.0 -0.1 -0.02
C 0.1800 2.1198 2.4414 0.0 0.1 0.0 -0.23
C -4.2347 -1.1339 -0.4975 0.1 0.1 0.1 -0.02
C 0.3538 2.9157 -0.6568 -0.2 0.1 0.0 -0.16
C -0.9349 -4.1357 0.4412 0.0 -0.1 0.0 -0.03
C 3.2710 1.4712 -0.5776 0.0 0.1 0.0 -0.01
C -0.1499 -3.1834 1.3337 0.0 0.1 -0.1 -0.66
C -1.0291 -2.6194 2.4399 -0.1 -0.1 0.1 -0.01
H -4.7190 3.1562 3.3322 0.0 0.0 0.0 0.11
H 1.5578 -3.2752 2.6667 0.0 0.0 0.0 0.08
H 1.1024 -1.0284 -4.3188 0.0 0.0 0.0 0.07
H -0.5774 -4.0528 -2.9764 0.0 0.0 0.0 0.08
H 3.1454 3.7975 4.3802 0.0 0.0 0.0 0.12
H 2.5859 -1.5005 1.8304 0.0 0.0 0.0 0.10
H 3.0942 1.5103 0.4980 0.0 0.0 0.0 0.08
H -2.2871 3.0493 3.3896 0.0 0.0 0.0 0.10
H -0.3229 -1.1243 -5.3472 0.0 0.0 0.0 0.10
H -2.5377 -0.8636 -3.2353 0.0 0.0 0.0 0.07
H -1.3203 -4.9688 1.0306 0.0 0.0 0.0 0.10
H -2.2212 -1.7950 -0.9691 0.0 0.0 0.0 0.07
H 4.3133 1.7418 -0.7505 0.0 0.0 0.0 0.10
H 4.2553 -0.8443 0.3799 0.0 0.0 0.0 0.07
H 4.4728 -0.7398 3.2733 0.0 0.0 0.0 0.12
H -0.7513 4.0391 2.6128 0.0 0.0 0.0 0.11
H -1.5652 0.7823 -2.1954 0.0 0.0 0.0 0.09
H -6.0376 1.6929 1.8479 0.0 0.0 0.0 0.12
H -0.2371 0.0980 -4.0736 0.0 0.0 0.0 0.07
H -0.4876 -1.8633 3.0136 0.0 0.0 0.0 0.09
H 2.6588 2.2218 -1.0735 0.0 0.0 0.0 0.07
H 5.0791 -0.5112 -1.1397 0.0 0.0 0.0 0.10
H -1.0270 4.9795 -2.9428 0.0 0.0 0.0 0.12
H 0.7321 -4.8134 2.4407 0.0 0.0 0.0 0.10
H -1.7823 -3.6352 -0.0262 0.0 0.0 0.0 0.07
H -2.6436 -2.6029 -2.9049 0.0 0.0 0.0 0.09
H 0.9048 -3.4308 -3.7208 0.0 0.0 0.0 0.06
H 4.4209 1.5694 4.1955 0.0 0.0 0.0 0.13
H 3.9759 -1.8774 -1.0314 0.0 0.0 0.0 0.06
H -4.7109 -1.8835 -1.1130 0.0 0.0 0.0 0.12
H -2.4237 -2.0275 -4.5525 0.0 0.0 0.0 0.10
H 1.0458 2.9248 0.1721 0.0 0.0 0.0 0.10
H -0.3001 -4.5546 -0.3433 0.0 0.0 0.0 0.07
H -6.0380 -0.2168 0.1817 0.0 0.0 0.0 0.13
H 1.7655 -4.1880 1.1561 0.0 0.0 0.0 0.08
H 2.9005 -0.8405 -3.1028 0.0 0.0 0.0 0.07
H -1.9385 -2.1703 2.0398 0.0 0.0 0.0 0.08
H 3.8538 0.6384 -3.0497 0.0 0.0 0.0 0.10
H 2.0857 0.7325 -2.9775 0.0 0.0 0.0 0.08
H -0.5530 -3.6151 -4.6869 0.0 0.0 0.0 0.10
H 1.1053 5.0679 3.8333 0.0 0.0 0.0 0.11
H -1.3231 -3.4153 3.1261 0.0 0.0 0.0 0.10
H -2.1259 2.7998 -3.5328 0.0 0.0 0.0 0.12
```
Positions in Å, forces in eV/Å.

# 2
C10H20Cl12O | ωB97M-V/def2-TZVPD

Values from the calculation:
Gap between HOMO and LUMO (eV): 10.5

XYZ file:
```
43
Properties=species:S:1:pos:R:3:forces:R:3:lowdin_charge:R:1
Cl -1.8791 -12.4886 10.4706 0.7 0.9 0.6 0.55
Cl 0.9480 -19.7116 8.2320 -0.2 -0.3 0.7 0.54
Cl -2.6336 -15.3487 6.0052 0.2 0.4 0.3 0.52
Cl -4.2105 -12.7251 8.7356 -0.5 0.5 -0.3 0.52
Cl 5.9718 -15.0607 9.8905 -0.1 -0.1 -0.3 0.53
Cl 4.5484 -18.7852 7.3832 -0.1 0.1 0.1 0.52
Cl -1.5589 -12.4914 5.9732 0.0 -0.5 0.1 0.53
Cl 0.8331 -20.0685 5.3467 -0.2 -0.1 -0.1 0.50
Cl 6.1039 -16.8070 5.8564 -0.1 0.1 0.0 0.52
Cl 3.7378 -15.0573 11.7896 -1.6 -0.1 0.0 0.59
Cl 3.7372 -13.2738 4.5982 -0.2 -0.2 0.1 0.51
Cl 1.2188 -13.7613 3.1874 -0.1 -0.1 -0.1 0.52
O 2.0797 -16.1276 7.0573 0.5 0.4 0.7 -0.21
C 2.0575 -13.8506 4.7413 0.1 0.3 0.1 -1.03
C -2.8520 -13.5095 9.4890 -0.4 -1.6 0.1 -1.13
C 2.3753 -14.2120 8.3779 -0.5 0.9 -0.3 -0.17
C 5.1696 -18.3056 5.7944 0.4 -0.4 0.2 -1.00
C -2.2814 -13.8508 5.0946 0.5 -0.5 0.1 -0.97
C 5.4215 -15.1048 11.5730 2.0 0.5 0.3 -1.08
C 0.6897 -18.9289 6.7046 1.9 0.2 -0.9 -1.07
C 3.0980 -15.4513 7.8485 -0.4 0.4 0.0 -0.22
C 0.9453 -14.7094 8.6785 0.9 -0.7 -0.2 -0.14
C 0.8267 -15.9367 7.7204 -0.5 0.5 0.4 -0.21
H 2.3292 -13.4125 7.6133 0.2 -0.5 0.1 0.10
H 0.5660 -16.8073 8.3465 0.0 0.0 -0.5 0.10
H 4.3111 -18.1786 5.1429 0.2 0.0 -0.1 0.03
H 1.5434 -13.1752 5.4269 0.1 -0.2 -0.1 0.00
H -1.6053 -14.1706 4.3195 0.2 0.2 -0.2 -0.01
H 0.1520 -13.9701 8.5237 0.3 -0.1 0.1 0.08
H 0.9707 -15.0400 9.7254 -0.5 0.0 -0.2 0.11
H 0.0757 -15.7599 6.9326 0.1 -0.3 0.4 0.08
H -2.2337 -13.9594 8.7194 0.0 0.1 -0.1 -0.03
H 2.0467 -14.8805 5.0915 0.1 0.2 0.0 0.01
H 3.9327 -15.1843 7.1918 -0.2 -0.3 0.1 0.08
H 2.8019 -13.7384 9.2646 0.3 -0.3 -0.1 0.08
H 5.8528 -14.2071 12.0355 -0.1 -0.4 -0.1 0.03
H 3.4587 -16.0791 8.6794 -0.2 0.0 -0.3 0.08
H 1.5231 -18.2168 6.5659 -0.7 -0.3 0.2 -0.01
H -3.2159 -13.5381 4.7079 -0.7 0.4 -0.4 0.01
H 5.8688 -19.0932 5.4920 -0.5 0.3 -0.2 0.03
H -3.2619 -14.2924 10.1389 0.2 0.2 -0.3 0.03
H 5.8408 -15.9991 12.0303 -0.1 0.1 -0.1 0.03
H -0.2517 -18.4469 6.6487 -0.9 0.3 0.1 0.01
```
Positions in Å, forces in eV/Å.

# 3
C31H28BGeN8Ru | ωB97M-V/def2-TZVPD

Values from the calculation:
Spin multiplicity: 2
Gap between HOMO and LUMO (alpha / beta) (eV): 6.6 / 3.6
<S²>: 0.768
Total charge: +2

XYZ file:
```
70
Properties=species:S:1:pos:R:3:forces:R:3:lowdin_charge:R:1
Ru -0.1867 -0.9437 0.5831 0.5 -0.1 -1.0 1.23
Ge 0.1464 0.5837 -2.4288 0.1 -0.3 0.2 0.93
N -1.7922 -0.4529 5.5295 0.2 -0.1 0.1 0.08
N 0.8577 -2.2854 1.8548 0.3 -0.2 0.1 -0.10
N -1.7937 -1.4850 2.8688 0.0 0.0 0.0 0.04
N 0.5507 -2.2871 3.1757 -0.2 0.2 -0.1 0.03
N -1.8454 -1.3138 1.5272 -0.6 -0.4 0.3 -0.12
N 0.0175 0.2201 3.1223 0.2 0.0 -0.1 0.04
N 0.2185 0.5317 1.8198 -0.1 0.5 -0.1 -0.10
N -0.6671 -1.1065 5.1084 -0.3 -0.2 0.0 -0.03
C -2.9461 -2.0252 3.2820 -0.1 0.0 0.1 -0.02
C -2.5148 3.1949 -5.3889 -0.1 -0.1 0.2 0.07
C 2.6962 1.6971 -1.4593 -0.1 0.0 0.1 -0.10
C 0.8065 -0.7942 -3.6077 0.1 -0.3 -0.2 -0.30
C -0.5137 -1.0153 7.3082 0.0 0.0 0.0 -0.04
C 0.7019 1.7718 1.7487 0.0 -0.1 0.0 -0.07
C -0.4578 2.1710 -4.7958 -0.1 -0.2 0.4 0.01
C 0.3882 1.2730 3.8674 0.0 0.0 0.1 -0.02
C -3.1446 2.6525 -4.2066 0.1 0.2 -0.4 0.03
C -2.4317 1.8726 -3.3414 0.3 -0.1 0.0 -0.05
C -3.7649 -2.2246 2.1862 0.0 0.0 0.0 -0.01
C 2.9500 3.9804 -0.7353 0.0 0.0 0.0 -0.05
C 0.8307 2.2810 3.0347 0.0 0.1 0.0 -0.01
C 3.4873 2.7179 -0.9495 0.0 0.0 0.0 -0.05
C 0.1168 -1.4417 6.1752 0.1 0.2 -0.1 -0.08
C -1.1702 2.9519 -5.6654 -0.2 0.1 0.0 -0.02
C -1.6994 -0.4102 6.8437 -0.1 0.1 0.0 -0.13
C 0.8196 3.2012 -1.5217 0.0 0.0 0.0 -0.13
C -0.8908 -0.3119 -1.0084 0.0 0.2 0.8 -0.29
C 1.6793 -3.3124 1.6286 -0.1 0.0 0.1 -0.11
C 2.5054 -2.2519 -4.5200 0.0 0.0 0.0 -0.06
C 1.1621 -3.3326 3.7608 -0.1 0.0 0.0 -0.03
C 1.5401 -2.9419 -5.2411 0.0 0.0 0.0 -0.05
C 1.8984 -4.0110 2.8106 0.0 0.0 0.0 -0.02
C -0.1552 -1.4971 -4.3466 0.0 0.0 0.0 -0.11
C 2.1446 -1.1837 -3.7109 -0.1 0.1 0.0 -0.09
C -3.0301 -1.7652 1.1021 0.0 0.1 0.0 -0.09
C 1.6130 4.2230 -1.0197 0.0 0.0 0.0 -0.07
C 0.2081 -2.5612 -5.1581 0.0 0.0 0.0 -0.06
C 1.3484 1.9232 -1.7497 0.2 0.3 0.0 -0.31
C -1.0683 1.6135 -3.5897 -0.2 0.3 -0.4 -0.17
B -0.4729 -1.1862 3.6344 0.2 -0.1 0.0 -0.63
H 3.5451 -2.5422 -4.5955 0.0 0.0 0.0 0.12
H -3.1174 -2.2061 4.3293 0.0 0.0 0.0 0.13
H -3.1102 3.7921 -6.0682 0.0 0.0 0.0 0.14
H 1.1831 3.2557 3.3221 0.0 0.0 0.0 0.11
H -1.8119 -0.7979 -1.3657 0.0 0.1 -0.1 -0.01
H 0.9254 2.2201 0.7964 0.0 0.0 0.0 0.09
H -0.2286 3.4064 -1.7165 0.0 0.0 0.0 0.10
H -2.4823 0.0604 7.4181 0.0 0.0 0.0 0.11
H -0.7119 3.3659 -6.5526 0.0 0.0 0.0 0.13
H -4.1865 2.8819 -4.0243 0.0 0.0 0.0 0.13
H 1.0171 -3.5585 4.8019 0.0 0.0 0.0 0.12
H 1.0864 -1.8941 6.0627 0.0 0.0 0.0 0.11
H -2.9085 1.4711 -2.4565 0.0 0.0 0.0 0.12
H 1.8266 -3.7741 -5.8702 0.0 0.0 0.0 0.12
H 1.1895 5.2035 -0.8464 0.0 0.0 0.0 0.12
H 3.5749 4.7759 -0.3515 0.0 0.0 0.0 0.12
H -3.2974 -1.7129 0.0607 0.0 -0.1 0.0 0.11
H -4.7634 -2.6237 2.1794 0.0 0.0 0.0 0.11
H 0.5856 1.9497 -4.9910 0.0 0.0 0.0 0.13
H -0.5445 -3.0932 -5.7248 0.0 0.0 0.0 0.12
H -0.1731 -1.1200 8.3237 0.0 0.0 0.0 0.11
H -1.2043 -1.2190 -4.2906 0.0 0.0 0.0 0.10
H 3.1422 0.7223 -1.6059 0.0 0.0 0.0 0.09
H 2.0579 -3.5058 0.6376 0.0 0.0 0.0 0.11
H 4.5277 2.5277 -0.7208 0.0 0.0 0.0 0.12
H 2.9223 -0.6536 -3.1784 0.0 0.0 0.0 0.08
H 2.5073 -4.8854 2.9584 0.0 0.0 0.0 0.11
H 0.3068 1.2341 4.9411 0.0 0.0 0.0 0.14
```
Positions in Å, forces in eV/Å.

# 4
C3BeO | ωB97M-V/def2-TZVPD

Values from the calculation:
Spin multiplicity: 2
Gap between HOMO and LUMO (alpha / beta) (eV): 5.6 / 8.9
<S²>: 0.775
Total charge: +1

XYZ file:
```
5
Properties=species:S:1:pos:R:3:forces:R:3:lowdin_charge:R:1
O 1.4825 0.0176 0.2350 2.2 1.3 1.5 -0.04
C 1.0727 0.9463 1.0521 0.9 -1.4 -1.2 0.38
C -0.8492 -0.2139 -0.3121 14.8 -0.5 1.7 -0.14
C 0.3790 -0.4518 -0.3941 -2.7 1.5 1.2 -0.03
Be -2.0850 -0.2982 -0.5808 -15.1 -0.9 -3.2 0.84
```
Positions in Å, forces in eV/Å.

Results for relative energy (zero: lowest compared OMol25 entry of this formula, charge and spin): 0.296 0.000 0.832 1.152 (in eV, following the order of the records).
Results for maximum force: 0.25 2.14 1.15 15.45 (in eV/Å, following the order of the records).
Results for electronic energy: -141251.211 -163010.708 -104279.906 -5540.389 (in eV, following the order of the records).